[1]
The following is a quantum chemistry calculation of a 10-piece molecular cluster, C30H80O10 overall, from OMol25.

Positions of all 120 atoms, in Å:
C  30.8930  24.8394  35.4283
C  31.2260  24.3306  34.0165
C  30.9300  22.8346  33.9048
O  30.3917  25.0977  33.2074
H  29.8536  24.6494  35.6957
H  31.0119  25.9121  35.5806
H  31.4296  24.3302  36.2289
H  32.2097  24.6575  33.6794
H  31.4952  22.2187  33.2053
H  29.8959  22.7584  33.5688
H  31.0024  22.3760  34.8910
H  30.5512  24.7745  32.3176
C  25.8759  18.2042  32.3144
C  25.3086  18.4812  30.8573
C  24.3583  19.6846  30.7986
O  26.4298  18.7076  30.1398
H  25.0173  17.7392  32.7988
H  26.1459  19.0481  32.9492
H  26.6852  17.4742  32.3014
H  24.7600  17.5807  30.5811
H  24.2263  19.8948  29.7372
H  24.8999  20.5715  31.1276
H  23.4380  19.6672  31.3824
H  26.3251  18.3422  29.2582
C  27.9180  23.9409  26.7507
C  29.2570  24.7214  26.6001
C  29.1486  26.2293  26.1984
O  29.9025  24.5770  27.8448
H  27.4414  24.2737  27.6728
H  28.0589  22.8609  26.7090
H  27.1965  24.2234  25.9841
H  29.8332  24.0818  25.9314
H  28.5419  26.3920  25.3076
H  30.1818  26.5419  26.0472
H  28.6042  26.6825  27.0268
H  30.0286  23.6278  27.9129
C  26.2780  23.6245  20.5167
C  26.9817  22.3033  20.2351
C  26.1144  21.0221  20.2413
O  27.7009  22.2045  19.0698
H  25.4378  23.6905  19.8254
H  26.8654  24.5227  20.3260
H  26.0114  23.6618  21.5729
H  27.7382  22.1177  20.9976
H  25.8978  20.9774  21.3086
H  26.6799  20.1235  19.9950
H  25.2152  21.0203  19.6252
H  28.2571  21.4234  19.0224
C  21.5232  26.4886  25.7362
C  20.6408  27.2357  24.7010
C  19.4080  26.5680  24.0987
O  20.1435  28.3810  25.3240
H  20.9724  26.3415  26.6652
H  22.4044  27.0958  25.9431
H  21.8426  25.5122  25.3718
H  21.2674  27.6050  23.8891
H  19.4648  25.4913  23.9388
H  19.2845  26.9698  23.0930
H  18.5374  26.6414  24.7504
H  20.8210  29.0599  25.2838
C  33.2741  29.7659  22.3236
C  34.3879  30.4744  21.6876
C  33.9699  31.8618  21.0529
O  35.3283  30.8460  22.5940
H  33.5924  28.7948  22.7028
H  32.4649  29.6873  21.5977
H  32.9093  30.4289  23.1082
H  34.7966  29.9049  20.8529
H  33.1437  31.7076  20.3589
H  34.7578  32.3570  20.4854
H  33.6943  32.5892  21.8165
H  35.1346  31.7532  22.8413
C  21.8594  16.8342  25.4407
C  23.0150  17.6410  24.9297
C  22.7005  19.1493  24.8613
O  24.1545  17.4468  25.7952
H  21.8054  15.7554  25.2941
H  20.9257  17.2228  25.0341
H  21.7694  16.8234  26.5269
H  23.1095  17.3044  23.8973
H  21.9321  19.3182  24.1069
H  23.4842  19.8299  24.5285
H  22.3295  19.5182  25.8175
H  24.1768  16.4911  25.8832
C  25.6990  30.3783  17.0530
C  26.6358  30.0371  18.2682
C  25.9349  29.6447  19.6785
O  27.6027  29.1012  17.7816
H  25.2549  31.3475  17.2799
H  24.8161  29.7594  16.8931
H  26.2637  30.4036  16.1210
H  27.2991  30.8632  18.5246
H  25.2449  28.8178  19.5103
H  25.2602  30.4626  19.9311
H  26.7343  29.3590  20.3622
H  27.3220  28.3676  17.2296
C  33.3790  18.4474  27.9649
C  33.1794  19.9126  28.2603
C  33.8298  20.7824  27.1019
O  31.7973  20.2043  28.1934
H  33.4022  18.2310  26.8969
H  32.5492  17.8350  28.3177
H  34.2506  17.9863  28.4294
H  33.5159  20.2490  29.2409
H  33.6647  20.3550  26.1129
H  34.9116  20.6840  27.1929
H  33.6225  21.8525  27.0916
H  31.4401  19.4586  28.6812
C  35.6762  27.1853  28.4719
C  37.1570  27.1893  28.2617
C  37.6096  28.2111  27.2795
O  37.7673  27.2660  29.5088
H  35.0646  26.9616  27.5978
H  35.3334  28.1847  28.7398
H  35.2607  26.4945  29.2056
H  37.4337  26.2151  27.8585
H  37.2360  27.9441  26.2909
H  38.6973  28.2630  27.3273
H  37.3128  29.1623  27.7211
H  37.7814  28.1459  29.8923

Summary:
electronic energy	-52877.205	eV
charge	0
max |F|	0.0775	hartree/bohr
E_LUMO	0.251	eV
molecular weight	600.960	g mol⁻¹
HOMO energy	-0.359	Eh

---

[2]
The following is a quantum chemistry calculation of a 2-piece molecular cluster, C3H10NOS overall, from OMol25.

Positions of all 16 atoms, in Å:
C  -0.9601  -0.5709  -1.4475
C  1.0232  0.7026  -0.3902
C  -0.3790  0.3030  -0.3689
N  -0.1883  -1.2171  1.3695
O  1.2389  1.4443  0.7611
S  -1.4867  1.3415  0.3519
H  -1.0238  0.0619  -2.3359
H  -1.9662  -0.9180  -1.1445
H  -0.3617  -1.4122  -1.7714
H  1.2759  1.0599  -1.3510
H  1.6421  -0.1778  -0.3419
H  0.2418  -2.0872  0.9414
H  0.3607  -0.8381  2.1898
H  -0.9306  -1.6099  1.8555
H  2.1852  1.5776  0.9484
H  -0.6715  2.3405  0.7338

Summary:
electronic energy	-17637.922	eV
charge	+1
max |F|	0.0558	hartree/bohr
E_LUMO	-4.854	eV
molecular weight	108.186	g mol⁻¹
HOMO energy	-0.533	Eh

---

[3]
The following is a quantum chemistry calculation of C32H40AuN7O3PS2 as an isolated structure, from OMol25.

Positions of all 86 atoms, in Å:
Au  -1.7619  -1.6709  -1.8358
N  -4.2908  1.8428  -2.3659
C  -3.6669  0.7014  -2.0621
S  -2.0552  0.4275  -2.7809
N  -4.2308  -0.1098  -1.2106
N  -3.5015  -1.2252  -0.9160
C  -3.9151  -2.0330  0.0654
C  -5.1357  -1.7970  0.8460
C  -6.1319  -2.7205  0.9678
C  -7.3845  -2.3929  1.4884
C  -7.6941  -1.0950  1.8449
C  -6.6258  -0.1306  1.8499
C  -5.3954  -0.4853  1.3559
C  -3.1117  -3.2590  0.1786
C  -3.4136  -4.3518  1.0021
C  -2.6102  -5.4820  0.9152
C  -1.5252  -5.5425  0.0451
C  -1.2970  -4.3994  -0.7595
N  -1.9817  -3.2411  -0.5955
H  -4.0004  2.3798  -3.2086
H  -5.2843  1.9723  -2.1313
H  -5.9317  -3.7110  0.5689
H  -8.1096  -3.2020  1.6564
H  -8.6746  -0.8093  2.1444
H  -6.8553  0.8723  2.2179
H  -4.6718  0.3073  1.1213
H  -4.2359  -4.3054  1.6879
H  -2.8206  -6.3708  1.5728
H  -0.8823  -6.4033  0.0194
H  -0.4673  -4.3368  -1.4596
O  -1.5150  -2.0003  -9.7040
C  -1.0849  -3.0430  -8.8908
O  -0.8745  -4.0985  -9.4473
C  -0.9565  -2.7245  -7.4110
C  -0.3454  -1.5645  -6.9136
C  -0.1508  -1.4263  -5.5581
C  -0.4187  -2.4388  -4.6459
S  0.2241  -2.3338  -2.9757
C  -1.0051  -3.6127  -5.1133
C  -1.2607  -3.7470  -6.4978
H  -1.6755  -1.1768  -9.2331
H  -0.0493  -0.7458  -7.5817
H  0.2847  -0.4979  -5.1798
H  -1.1167  -4.4780  -4.4489
H  -1.5034  -4.7207  -6.9048
O  1.9733  0.6198  1.5736
P  2.8367  1.7412  2.0716
N  3.1236  2.6488  0.6784
C  4.3039  3.4696  0.3825
C  4.2701  3.7233  -1.0874
C  2.8472  3.4829  -1.5607
C  2.1356  2.7984  -0.4235
N  4.2888  1.2065  2.7369
C  4.5798  -0.2416  2.7042
C  5.8759  -0.4259  3.5668
C  6.3216  0.9685  4.0385
C  5.0857  1.8823  3.8042
N  2.2258  2.6861  3.3212
C  2.0366  4.1452  3.2845
C  1.4852  4.5605  4.6810
C  1.0166  3.2458  5.3013
C  1.6323  2.0954  4.5044
H  5.2055  2.9222  0.6338
H  4.2500  4.3974  0.9296
H  4.9419  2.9927  -1.5445
H  4.6458  4.7341  -1.4209
H  2.8075  2.8641  -2.4828
H  2.2789  4.4103  -1.7878
H  1.6962  1.8624  -0.7322
H  1.2879  3.3506  -0.0221
H  4.7958  -0.6690  1.7048
H  3.7314  -0.7263  3.1895
H  6.6126  -0.8995  2.8961
H  5.7060  -1.0770  4.4085
H  7.1144  1.3564  3.4510
H  6.6219  0.9847  5.0627
H  5.3784  2.8421  3.3760
H  4.4813  2.0855  4.7116
H  1.3191  4.4832  2.5324
H  2.9734  4.6716  2.9842
H  0.6768  5.2863  4.5621
H  2.2038  5.0961  5.2968
H  -0.1199  3.2565  5.2724
H  1.2277  3.2504  6.3675
H  0.8332  1.4402  4.1493
H  2.4017  1.6577  5.1676

Summary:
electronic energy	-85050.790	eV
charge	+1
max |F|	0.0821	hartree/bohr
multiplicity	3
E_LUMO (spin up / spin down)	-4.110 / -6.351	eV
expectation value of S²	2.0096
molecular weight	862.793	g mol⁻¹
HOMO energy (spin up / spin down)	-0.361 / -0.367	Eh

---

[4]
The following is a quantum chemistry calculation of a 2-piece molecular cluster, C5H12N3 overall, from OMol25.

Positions of all 20 atoms, in Å:
C  -1.6632  -1.0841  0.2476
C  -2.3146  -0.2388  -0.6491
C  -0.4918  -0.4525  0.6624
C  0.4580  -0.8336  1.7206
C  0.5317  1.7629  0.0162
N  -0.4253  0.7056  0.0182
N  1.9789  -0.6327  -1.2638
N  -1.4535  0.7936  -0.8175
H  -1.9631  -2.0232  0.6177
H  -3.2940  -0.2153  -1.0816
H  0.2236  -0.4086  2.6333
H  1.4676  -0.4762  1.4637
H  0.5504  -1.9261  1.8375
H  0.3456  2.4634  0.7959
H  1.6156  1.5633  0.1709
H  0.2927  2.2598  -0.9107
H  1.4405  -0.7331  -2.1015
H  1.5488  -1.1518  -0.5369
H  2.9289  -0.9565  -1.4789
H  -1.7769  1.5837  -1.3438

Summary:
electronic energy	-9842.766	eV
charge	+1
max |F|	0.0551	hartree/bohr
E_LUMO	-3.395	eV
molecular weight	114.172	g mol⁻¹
HOMO energy	-0.501	Eh

---

[5]
The following is a quantum chemistry calculation of C4H4CuO5 as an isolated structure, from OMol25.

Positions of all 14 atoms, in Å:
O  -0.1708  1.3632  1.1150
C  -0.3927  2.1871  0.1057
O  -0.2475  1.2885  -0.9149
H  1.3674  -1.8850  -1.1362
Cu  -1.8072  4.9925  -1.4627
O  -0.8296  3.3009  0.0641
O  1.2454  -0.2207  0.0977
C  1.1723  -1.6494  -0.0830
C  -0.2619  -1.9484  0.3366
O  -0.9085  -0.6786  0.1166
C  0.0141  0.2775  0.0950
H  1.9257  -2.1162  0.5578
H  -0.3511  -2.2137  1.3968
H  -0.7558  -2.6977  -0.2885

Summary:
electronic energy	-59081.280	eV
charge	+1
max |F|	0.0425	hartree/bohr
E_LUMO	-6.354	eV
molecular weight	195.617	g mol⁻¹
HOMO energy	-0.532	Eh

---

[6]
The following is a quantum chemistry calculation of a 3-piece molecular cluster, C6H19N4 overall, from OMol25.

Positions of all 29 atoms, in Å:
C  0.7464  -0.1458  3.2741
C  -1.4914  0.7886  2.6893
C  -0.9622  -1.6158  2.1787
C  0.1804  0.2273  0.9001
C  -0.3993  -0.1944  2.2624
C  0.3844  -0.1815  -3.2903
N  0.1575  -1.2818  -3.6894
N  1.8142  0.8257  -4.9295
N  0.3876  0.6825  -2.4087
N  -0.8233  0.1718  -0.1854
H  0.3720  -0.3354  4.2779
H  1.5029  -0.8938  3.0434
H  1.2185  0.8348  3.2707
H  -2.3596  0.7540  2.0334
H  -1.1026  1.8026  2.7157
H  -1.8352  0.5387  3.6894
H  -0.2468  -2.2942  1.7181
H  -1.1705  -1.9879  3.1781
H  -1.9004  -1.6571  1.6274
H  1.0056  -0.4333  0.6300
H  0.5612  1.2477  0.9608
H  -0.0909  -1.6756  -4.5718
H  -1.2124  -0.7728  -0.2259
H  2.6947  1.1219  -4.5250
H  1.3925  1.6371  -5.3694
H  -1.5804  0.8326  0.0015
H  1.0629  1.4263  -2.4083
H  -0.3423  0.4139  -1.1811
H  2.0366  0.1639  -5.6663

Summary:
electronic energy	-12484.463	eV
charge	+1
max |F|	0.0301	hartree/bohr
E_LUMO	-2.556	eV
molecular weight	147.246	g mol⁻¹
HOMO energy	-0.503	Eh